1.
{
  "formula": "C42H105O25P4",
  "method": "ωB97M-V/def2-TZVPD",
  "symbols": ["C", "C", "O", "H", "H", "H", "H", "H", "C", "O", "C", "C", "O", "C", "H", "H", "H", "H", "H", "H", "H", "H", "H", "H", "C", "O", "C", "C", "O", "C", "H", "H", "H", "H", "H", "H", "H", "H", "H", "H", "C", "O", "C", "C", "O", "C", "H", "H", "H", "H", "H", "H", "H", "H", "H", "H", "C", "O", "C", "C", "O", "C", "H", "H", "H", "H", "H", "H", "H", "H", "H", "H", "C", "C", "O", "P", "O", "O", "C", "C", "O", "C", "C", "H", "H", "H", "H", "H", "H", "H", "H", "H", "H", "H", "H", "H", "H", "H", "C", "C", "O", "P", "O", "O", "C", "C", "O", "C", "C", "H", "H", "H", "H", "H", "H", "H", "H", "H", "H", "H", "H", "H", "H", "H", "C", "C", "O", "P", "O", "O", "C", "C", "O", "C", "C", "H", "H", "H", "H", "H", "H", "H", "H", "H", "H", "H", "H", "H", "H", "H", "C", "C", "O", "P", "O", "O", "C", "C", "O", "C", "C", "H", "H", "H", "H", "H", "H", "H", "H", "H", "H", "H", "H", "H", "H", "H"],
  "positions_angstrom": [[0.80, -0.11, 1.03], [0.78, -1.33, 0.10], [0.85, -2.55, 0.74], [-0.13, -0.13, 1.59], [0.85, 0.88, 0.58], [1.56, -0.23, 1.80], [1.65, -1.18, -0.56], [-0.08, -1.27, -0.57], [0.15, 1.43, 4.94], [1.31, 2.18, 5.22], [1.47, 3.35, 4.33], [2.31, 4.44, 4.84], [2.53, 5.27, 3.73], [3.24, 6.45, 4.08], [0.06, 0.56, 5.59], [0.14, 1.14, 3.89], [-0.76, 2.03, 5.05], [0.48, 3.78, 4.17], [1.87, 3.06, 3.36], [3.25, 4.01, 5.18], [1.80, 4.97, 5.65], [3.54, 6.99, 3.18], [4.06, 6.28, 4.79], [2.46, 7.05, 4.56], [-0.34, -8.91, 0.19], [-0.28, -7.78, -0.59], [-1.45, -7.56, -1.40], [-1.29, -6.24, -2.08], [-1.17, -5.15, -1.18], [-1.33, -3.89, -1.84], [-1.21, -8.81, 0.83], [0.62, -8.95, 0.69], [-0.45, -9.74, -0.51], [-2.37, -7.58, -0.82], [-1.52, -8.38, -2.11], [-2.07, -6.08, -2.82], [-0.37, -6.25, -2.66], [-2.04, -3.80, -2.66], [-0.40, -3.55, -2.32], [-1.66, -3.03, -1.26], [-0.13, 4.02, 1.02], [-1.29, 3.97, 0.27], [-1.25, 4.76, -0.90], [-2.55, 4.52, -1.72], [-2.42, 5.26, -2.89], [-3.41, 5.05, -3.87], [0.67, 3.72, 0.34], [-0.29, 3.22, 1.75], [0.11, 4.97, 1.49], [-0.45, 4.48, -1.58], [-1.11, 5.81, -0.65], [-3.41, 4.86, -1.14], [-2.72, 3.46, -1.92], [-3.39, 5.84, -4.63], [-4.40, 5.05, -3.42], [-3.35, 4.10, -4.39], [-1.24, -2.75, 3.52], [-0.85, -4.12, 3.62], [-0.14, -4.49, 4.84], [1.28, -3.84, 4.85], [1.81, -4.00, 3.52], [2.80, -2.98, 3.23], [-0.32, -2.17, 3.56], [-1.90, -2.56, 4.37], [-1.74, -2.50, 2.59], [-0.09, -5.56, 5.00], [-0.70, -4.25, 5.74], [1.95, -4.32, 5.57], [1.23, -2.83, 5.25], [3.25, -3.25, 2.27], [3.57, -3.02, 3.99], [2.40, -1.97, 3.14], [-0.36, 1.72, -3.43], [-1.59, 1.12, -2.74], [-2.68, 1.48, -3.49], [-4.14, 0.74, -3.38], [-5.15, 1.00, -4.46], [-3.78, -0.81, -3.17], [-4.58, -1.80, -3.80], [-6.00, -1.95, -3.19], [-4.57, 1.17, -1.92], [-5.47, 2.30, -1.78], [-6.78, 1.70, -1.20], [-0.31, 2.81, -3.46], [0.51, 1.58, -2.80], [-0.19, 1.41, -4.46], [-1.52, 0.03, -2.84], [-1.52, 1.38, -1.68], [-4.62, -1.59, -4.87], [-3.99, -2.71, -3.66], [-6.52, -1.00, -3.22], [-6.59, -2.79, -3.58], [-5.68, -2.23, -2.19], [-5.12, 3.04, -1.06], [-5.65, 2.90, -2.67], [-7.70, 2.29, -1.22], [-7.16, 0.87, -1.79], [-6.63, 1.41, -0.16], [-4.07, -1.18, 0.12], [-3.52, -0.21, 1.12], [-4.49, -0.08, 2.25], [-3.91, 0.50, 3.67], [-2.57, -0.01, 4.04], [-3.99, 2.15, 3.60], [-3.17, 2.84, 2.70], [-4.10, 3.87, 1.98], [-5.11, 0.16, 4.67], [-6.45, 0.62, 4.36], [-7.38, -0.21, 5.22], [-5.10, -0.91, -0.10], [-3.50, -1.18, -0.81], [-4.14, -2.22, 0.46], [-2.54, -0.55, 1.44], [-3.43, 0.74, 0.60], [-2.37, 3.35, 3.24], [-2.60, 2.18, 2.04], [-3.60, 4.37, 1.15], [-5.06, 3.50, 1.64], [-4.24, 4.72, 2.65], [-6.60, 1.66, 4.64], [-6.72, 0.42, 3.32], [-7.09, -0.07, 6.26], [-8.42, 0.14, 5.26], [-7.29, -1.27, 4.99], [6.27, -2.09, -0.22], [6.72, -0.71, 0.13], [6.30, -0.53, 1.48], [5.94, 0.98, 1.80], [7.08, 1.96, 1.65], [4.68, 1.28, 0.84], [4.39, 2.58, 0.48], [3.50, 2.40, -0.77], [5.30, 0.89, 3.34], [4.08, 0.25, 3.53], [3.84, 0.05, 5.03], [6.56, -2.34, -1.24], [6.71, -2.83, 0.44], [5.18, -2.15, -0.12], [7.81, -0.75, 0.08], [6.38, 0.06, -0.56], [3.88, 3.12, 1.28], [5.29, 3.14, 0.21], [3.37, 3.37, -1.26], [3.99, 1.70, -1.44], [2.50, 1.99, -0.58], [3.27, 0.85, 3.11], [4.26, -0.68, 2.99], [2.96, -0.59, 5.12], [4.70, -0.45, 5.47], [3.60, 0.94, 5.61], [6.96, -2.53, -4.66], [6.56, -1.04, -4.51], [5.36, -0.89, -5.33], [4.42, 0.46, -5.20], [5.07, 1.57, -4.44], [3.99, 0.74, -6.73], [3.13, -0.14, -7.42], [1.83, 0.63, -7.62], [2.92, -0.02, -4.66], [2.76, -0.55, -3.42], [1.89, -1.85, -3.52], [7.76, -2.77, -3.97], [6.07, -3.16, -4.54], [7.47, -2.67, -5.61], [6.27, -0.86, -3.48], [7.41, -0.40, -4.74], [3.59, -0.43, -8.36], [3.04, -1.12, -6.93], [1.90, 1.72, -7.54], [1.39, 0.42, -8.59], [1.16, 0.49, -6.76], [3.69, -0.80, -2.92], [2.25, 0.10, -2.71], [0.87, -1.74, -3.89], [2.45, -2.56, -4.13], [1.72, -2.33, -2.56]],
  "e_tot_ev": -133602.5996,
  "homo_energy_ev": -2.89,
  "charge": -1,
  "multiplicity": 1,
  "e_lumo_ev": 2.0474,
  "homo_lumo_gap_ev": 4.935
}



2.
{
  "formula": "C9H9I2IrLuNO5S",
  "method": "ωB97M-V/def2-TZVPD",
  "symbols": ["I", "I", "Lu", "Ir", "S", "C", "C", "C", "C", "C", "C", "C", "C", "O", "O", "O", "O", "H", "H", "H", "H", "H", "H", "H", "H", "H", "O", "C", "N"],
  "positions_angstrom": [[-0.52, 3.94, -0.82], [-3.04, -2.54, 0.98], [-1.17, -0.59, 1.45], [-0.13, 1.78, 0.76], [-0.91, 0.11, -0.83], [1.66, 1.62, 0.43], [0.24, 2.76, 2.32], [0.35, -0.68, -1.97], [-0.45, -1.81, -2.64], [1.58, -1.23, -1.27], [0.70, 0.42, -2.98], [-1.34, -0.72, 3.41], [0.32, -1.88, 1.64], [0.50, 3.46, 3.22], [2.84, 1.58, 0.20], [-1.49, -0.79, 4.53], [1.11, -2.71, 1.74], [0.21, -2.34, -3.33], [-1.30, -1.41, -3.20], [-0.82, -2.52, -1.89], [2.46, -1.05, -1.90], [1.50, -2.32, -1.13], [1.77, -0.76, -0.30], [1.39, 0.00, -3.72], [1.18, 1.27, -2.50], [-0.20, 0.78, -3.49], [-2.68, 2.35, 4.72], [-2.14, 1.89, 3.77], [-1.61, 1.39, 2.80]],
  "e_tot_ev": -84648.3622,
  "homo_energy_ev": [-23.98, -24.09],
  "charge": 4,
  "relative_energy_kj_mol": 346.8,
  "multiplicity": 5,
  "e_lumo_ev": [-16.6157, -19.0619],
  "homo_lumo_gap_ev": [7.366, 5.030]
}



3.
{
  "formula": "C46H28As2CrF15GeO2S",
  "method": "ωB97M-V/def2-TZVPD",
  "symbols": ["Cr", "C", "C", "As", "C", "C", "C", "C", "C", "C", "C", "C", "C", "C", "C", "C", "As", "C", "C", "C", "C", "C", "C", "C", "C", "C", "C", "C", "C", "H", "H", "H", "H", "H", "H", "H", "H", "H", "H", "H", "H", "H", "H", "H", "H", "H", "H", "H", "H", "H", "H", "H", "H", "C", "O", "C", "O", "H", "H", "H", "F", "C", "C", "C", "F", "C", "F", "C", "F", "C", "F", "Ge", "S", "C", "C", "F", "C", "F", "C", "F", "C", "F", "C", "F", "C", "C", "F", "C", "F", "C", "F", "C", "F", "C", "F", "H"],
  "positions_angstrom": [[0.00, 0.00, 0.00], [-3.00, 0.69, -0.36], [-3.00, -0.69, 0.36], [-1.53, -2.01, 0.00], [-1.65, -1.89, -1.95], [-2.87, -2.01, -2.64], [-2.91, -1.90, -4.03], [-1.73, -1.67, -4.75], [-0.51, -1.56, -4.07], [-0.47, -1.66, -2.68], [-2.59, -3.64, 0.27], [-3.28, -3.81, 1.48], [-4.04, -4.97, 1.70], [-4.12, -5.95, 0.71], [-3.43, -5.78, -0.50], [-2.66, -4.63, -0.72], [-1.53, 2.01, 0.00], [-1.64, 1.89, 1.95], [-0.46, 1.67, 2.67], [-0.50, 1.56, 4.07], [-1.71, 1.67, 4.75], [-2.89, 1.90, 4.03], [-2.86, 2.01, 2.64], [-2.59, 3.64, -0.27], [-3.28, 3.81, -1.48], [-4.05, 4.96, -1.69], [-4.12, 5.95, -0.70], [-3.43, 5.78, 0.50], [-2.66, 4.63, 0.72], [-3.94, 1.19, -0.05], [-3.06, 0.55, -1.45], [-3.94, -1.19, 0.06], [-3.05, -0.55, 1.46], [-3.79, -2.18, -2.09], [-3.85, -1.99, -4.55], [-1.76, -1.59, -5.82], [0.40, -1.38, -4.62], [0.48, -1.57, -2.16], [-3.22, -3.06, 2.25], [-4.57, -5.10, 2.63], [-4.71, -6.84, 0.87], [-3.49, -6.55, -1.26], [-2.13, -4.53, -1.65], [0.48, 1.57, 2.15], [0.42, 1.38, 4.62], [-1.74, 1.59, 5.82], [-3.83, 1.99, 4.56], [-3.78, 2.18, 2.10], [-3.23, 3.06, -2.25], [-4.58, 5.09, -2.62], [-4.71, 6.84, -0.87], [-3.49, 6.55, 1.27], [-2.13, 4.53, 1.65], [1.47, -1.69, 1.94], [0.73, -0.83, 2.79], [0.00, 0.00, 2.05], [-0.64, 0.73, 1.39], [2.06, -2.36, 2.57], [2.17, -1.11, 1.32], [0.81, -2.30, 1.32], [2.95, -2.72, 0.92], [4.29, -2.90, 0.97], [5.18, -1.85, 0.68], [6.57, -2.09, 0.74], [7.45, -1.10, 0.45], [7.06, -3.35, 1.10], [8.39, -3.57, 1.15], [6.16, -4.39, 1.39], [6.64, -5.61, 1.74], [4.79, -4.16, 1.33], [3.92, -5.17, 1.62], [4.55, -0.09, 0.17], [2.33, 0.00, 0.00], [5.04, 1.28, 1.45], [5.74, 0.98, 2.63], [6.10, -0.29, 2.93], [6.07, 2.00, 3.53], [6.75, 1.70, 4.67], [5.70, 3.32, 3.27], [6.02, 4.30, 4.15], [5.00, 3.63, 2.10], [4.64, 4.91, 1.85], [4.67, 2.62, 1.20], [3.98, 2.94, 0.07], [5.29, 0.20, -1.60], [4.93, -0.67, -2.64], [4.07, -1.69, -2.41], [5.45, -0.49, -3.92], [5.09, -1.33, -4.92], [6.34, 0.56, -4.18], [6.84, 0.73, -5.43], [6.71, 1.42, -3.15], [7.58, 2.44, -3.40], [6.20, 1.25, -1.86], [6.59, 2.10, -0.88], [0.00, 0.00, -1.69]],
  "e_tot_ev": -310440.8992,
  "homo_energy_ev": [-7.07, -7.07],
  "multiplicity": 4,
  "e_lumo_ev": [-0.5850, -0.1035],
  "homo_lumo_gap_ev": [6.489, 6.965]
}



4.
{
  "formula": "C5H8O2",
  "method": "ωB97M-V/def2-TZVPD",
  "symbols": ["O", "C", "C", "C", "C", "C", "O", "H", "H", "H", "H", "H", "H", "H", "H"],
  "positions_angstrom": [[2.21, 0.58, -1.08], [1.66, 0.63, 0.19], [0.03, 1.26, -0.06], [-0.25, -0.18, 0.26], [-0.96, -1.22, -0.53], [-1.38, -0.88, 0.89], [1.04, -0.51, 0.71], [1.47, 0.87, -1.61], [2.55, 0.77, 0.86], [-0.40, 1.55, -1.05], [-0.40, 1.99, 0.64], [-1.60, -0.94, -1.36], [-0.40, -2.14, -0.67], [-2.31, -0.34, 1.03], [-1.11, -1.57, 1.68]],
  "e_tot_ev": -9406.5860,
  "homo_energy_ev": -9.47,
  "smiles": "O[C@H]1CC2(CC2)O1",
  "relative_energy_kj_mol": 313.2,
  "multiplicity": 1,
  "e_lumo_ev": 0.9788,
  "homo_lumo_gap_ev": 10.447
}



5.
{
  "formula": "C4H7NO4",
  "method": "ωB97M-V/def2-TZVPD",
  "symbols": ["N", "C", "C", "C", "O", "O", "C", "O", "O", "H", "H", "H", "H", "H", "H", "H"],
  "positions_angstrom": [[-2.01, -1.40, 0.01], [-0.86, -0.65, -0.46], [0.43, -1.08, 0.33], [1.60, -0.32, 0.05], [2.03, -0.20, -1.10], [2.26, 0.27, 1.05], [-1.08, 0.89, -0.16], [-0.31, 1.72, -0.76], [-1.94, 1.10, 0.81], [-2.62, -1.51, -0.95], [-1.44, -2.14, 0.13], [-0.86, -0.60, -1.46], [0.29, -1.15, 1.64], [0.79, -2.18, 0.29], [3.16, 1.01, 0.85], [-2.07, 0.17, 0.97]],
  "e_tot_ev": -13938.7140,
  "homo_energy_ev": -9.92,
  "smiles": "N[C@H](CC(=O)O)C(=O)O",
  "relative_energy_kj_mol": 378.5,
  "multiplicity": 1,
  "e_lumo_ev": 0.3487,
  "homo_lumo_gap_ev": 10.264
}



6.
{
  "formula": "C20H38N7O2PdSe2",
  "method": "ωB97M-V/def2-TZVPD",
  "symbols": ["Pd", "C", "N", "C", "C", "N", "C", "C", "C", "C", "C", "C", "N", "C", "N", "C", "C", "N", "C", "C", "N", "C", "C", "H", "H", "H", "H", "H", "H", "H", "H", "H", "H", "H", "H", "H", "H", "H", "H", "H", "H", "H", "H", "H", "H", "H", "H", "H", "H", "H", "H", "C", "Se", "C", "C", "Se", "C", "H", "H", "H", "H", "H", "H", "H", "H", "H", "H", "O", "N", "O"],
  "positions_angstrom": [[-1.04, 0.20, 0.22], [1.23, 0.49, 4.34], [1.24, 0.73, 2.89], [0.65, 2.00, 2.44], [1.60, -0.19, 1.99], [1.05, -0.08, 0.73], [1.84, -0.32, -0.36], [3.25, -0.41, -0.36], [3.92, -0.82, -1.47], [3.22, -1.19, -2.65], [1.88, -0.98, -2.75], [1.17, -0.43, -1.65], [-0.12, 0.01, -1.71], [-0.60, 0.48, -2.92], [-1.88, 0.32, -3.21], [-2.64, 1.27, -4.03], [-2.69, -0.67, -2.49], [0.20, 1.12, -3.79], [-0.04, 1.05, -5.24], [1.43, 1.83, -3.45], [2.43, -1.19, 2.32], [2.49, -2.47, 1.61], [3.52, -1.03, 3.29], [0.27, 0.83, 4.72], [2.02, 1.04, 4.84], [1.32, -0.57, 4.55], [0.54, 2.64, 3.31], [-0.33, 1.79, 2.02], [1.29, 2.48, 1.71], [3.80, -0.17, 0.54], [5.00, -0.89, -1.46], [3.77, -1.61, -3.49], [1.34, -1.21, -3.66], [-2.06, 2.17, -4.20], [-3.54, 1.54, -3.48], [-2.93, 0.83, -4.99], [-2.24, -1.67, -2.57], [-3.68, -0.69, -2.93], [-2.75, -0.37, -1.44], [-0.80, 0.31, -5.47], [0.90, 0.75, -5.71], [-0.33, 2.02, -5.64], [1.53, 1.95, -2.38], [1.38, 2.82, -3.91], [2.30, 1.31, -3.84], [1.68, -2.57, 0.90], [2.45, -3.27, 2.35], [3.44, -2.56, 1.07], [3.61, 0.00, 3.61], [4.45, -1.32, 2.79], [3.38, -1.68, 4.15], [-1.00, -2.50, 2.66], [-1.62, -2.26, 0.83], [-3.52, -2.10, 1.30], [-3.81, -0.94, 2.24], [-3.27, 0.73, 1.38], [-3.11, 1.90, 2.92], [-1.51, -3.38, 3.04], [-1.21, -1.63, 3.27], [0.07, -2.69, 2.63], [-3.81, -3.05, 1.74], [-4.06, -2.00, 0.35], [-3.27, -1.03, 3.18], [-4.87, -0.87, 2.46], [-2.43, 1.47, 3.65], [-4.11, 2.02, 3.34], [-2.75, 2.86, 2.56], [-0.11, 3.22, -0.86], [-1.23, 3.57, -0.99], [-2.28, 3.03, -0.81]],
  "e_tot_ev": -170024.7566,
  "homo_energy_ev": [-16.56, -17.30],
  "charge": 3,
  "multiplicity": 5,
  "e_lumo_ev": [-7.9808, -11.1723],
  "homo_lumo_gap_ev": [8.575, 6.124]
}



7.
{
  "formula": "C16H28N4",
  "method": "ωB97M-V/def2-TZVPD",
  "symbols": ["C", "C", "C", "C", "N", "H", "H", "H", "H", "H", "H", "H", "C", "C", "C", "C", "N", "H", "H", "H", "H", "H", "H", "H", "C", "C", "C", "C", "N", "H", "H", "H", "H", "H", "H", "H", "C", "C", "C", "C", "N", "H", "H", "H", "H", "H", "H", "H"],
  "positions_angstrom": [[-0.69, -4.39, 3.01], [-1.87, -3.51, 3.16], [-1.75, -2.30, 4.13], [-1.43, -2.71, 5.50], [-1.16, -2.97, 6.59], [-0.05, -3.95, 2.24], [-1.00, -5.39, 2.70], [-0.03, -4.53, 3.87], [-2.73, -4.05, 3.55], [-2.23, -3.26, 2.16], [-2.63, -1.68, 3.99], [-0.92, -1.67, 3.80], [1.55, -0.06, -0.63], [0.30, -0.62, 0.05], [0.24, -0.29, 1.55], [-0.90, -0.96, 2.20], [-1.77, -1.47, 2.75], [2.48, -0.40, -0.18], [1.51, 1.01, -0.42], [1.60, -0.31, -1.69], [0.26, -1.68, -0.22], [-0.53, -0.12, -0.46], [0.18, 0.78, 1.76], [1.21, -0.56, 1.97], [0.76, 3.11, -0.14], [-0.21, 3.52, -1.27], [-1.65, 2.87, -1.06], [-1.65, 1.41, -1.19], [-1.63, 0.27, -1.29], [0.51, 3.43, 0.88], [1.72, 3.57, -0.40], [1.06, 2.07, -0.16], [0.17, 3.24, -2.25], [-0.29, 4.60, -1.16], [-2.32, 3.27, -1.83], [-2.07, 3.10, -0.09], [0.13, 1.00, -2.55], [1.33, 0.20, -3.11], [2.35, 0.96, -3.98], [1.98, 1.69, -5.21], [1.59, 2.26, -6.13], [-0.43, 1.54, -3.31], [0.42, 1.63, -1.71], [-0.43, 0.16, -2.14], [0.95, -0.77, -3.40], [1.87, -0.15, -2.23], [3.26, 0.38, -4.15], [2.97, 1.71, -3.49]],
  "e_tot_ev": -22986.8691,
  "homo_energy_ev": -8.12,
  "relative_energy_kj_mol": 1830.3,
  "multiplicity": 1,
  "e_lumo_ev": 0.3248,
  "homo_lumo_gap_ev": 8.440
}



8.
{
  "formula": "C6H12O",
  "method": "ωB97M-V/def2-TZVPD",
  "symbols": ["C", "C", "C", "C", "O", "C", "C", "H", "H", "H", "H", "H", "H", "H", "H", "H", "H", "H", "H"],
  "positions_angstrom": [[-0.72, -1.71, -0.09], [-0.71, -0.25, -0.59], [-1.68, 0.58, 0.10], [0.03, 1.88, 0.90], [0.83, 0.73, 1.04], [0.75, 0.33, -0.28], [1.95, -0.47, -0.69], [-1.68, -2.18, -0.27], [0.05, -2.31, -0.59], [-0.52, -1.73, 0.99], [-0.82, -0.23, -1.68], [-1.95, 0.30, 1.12], [-2.43, 1.14, -0.45], [-0.68, 2.05, 1.71], [0.70, 2.76, 0.85], [0.00, 1.74, -0.34], [2.13, -1.33, -0.02], [1.84, -0.86, -1.71], [2.85, 0.16, -0.66]],
  "e_tot_ev": -8458.2997,
  "homo_energy_ev": [-7.18, -7.33],
  "relative_energy_kj_mol": 584.1,
  "multiplicity": 1,
  "e_lumo_ev": [0.7041, 0.4721],
  "homo_lumo_gap_ev": [7.885, 7.803]
}